Entry 1:
{"formula": "C20H28ClN2O10", "method": "the ωB97M-V functional and the def2-TZVPD basis", "total_charge": -1, "relative_energy_kcal_mol": 10.6, "e_lumo_ev": 2.55, "homo_energy_ha": -0.210, "symbols": ["H", "H", "C", "C", "O", "H", "C", "O", "H", "H", "Cl", "H", "C", "H", "H", "H", "C", "N", "C", "C", "H", "O", "H", "H", "H", "H", "H", "H", "H", "O", "C", "H", "C", "H", "H", "C", "C", "H", "H", "O", "C", "C", "H", "H", "C", "C", "C", "O", "H", "O", "O", "C", "C", "H", "O", "C", "H", "N", "C", "H", "O"], "coordinates": [[-4.0851, -3.9352, -3.5663], [-0.3524, 5.5946, -1.3554], [-2.4771, 3.5171, -2.6479], [2.2245, 3.4121, 2.4368], [0.6797, 6.1159, 1.0404], [-2.5618, 6.8367, -2.4892], [-2.2949, 5.7969, -2.4527], [-0.4073, -0.8405, -0.7773], [3.2436, -2.8081, 0.2565], [-0.8122, -1.5618, -5.1198], [-0.8547, 0.3283, -0.0417], [-4.0704, 4.7804, -3.3917], [-3.1137, 4.7278, -2.8898], [-1.6504, -0.6624, -2.9031], [0.5233, 3.1617, 3.9811], [-2.2276, -4.6897, 1.1009], [4.9392, -0.8946, 1.7766], [-1.3915, 3.8299, -1.8859], [0.0096, -5.2574, 3.0942], [3.1537, -2.1408, 1.1189], [-0.8543, -4.7363, 0.0178], [2.2119, 4.6586, 1.7261], [-0.8352, 4.5130, 2.5929], [2.3036, -0.3215, 1.5958], [4.3296, 0.9826, 0.8169], [-1.3808, -6.5529, 2.1292], [-0.4965, 3.5458, 1.1423], [0.1954, -6.5215, 1.4011], [-1.2738, -2.6638, 1.9422], [5.7777, -0.4752, 2.5170], [-1.1401, -4.6795, 1.0682], [-0.7291, 3.2143, -1.4402], [0.7935, 3.1530, 2.9247], [2.2990, -0.5618, -0.1904], [0.3791, -3.1183, 1.3206], [-0.0519, 4.0391, 2.0070], [-3.2985, -3.2410, -3.8271], [2.5613, 2.6622, 1.7206], [-2.7709, 2.5016, -2.8455], [-2.0932, 0.7342, -0.5969], [-3.0993, -2.1963, -2.9623], [-1.1725, 5.1752, -1.9199], [2.9261, 3.4782, 3.2677], [-3.4029, -2.1119, -1.9303], [-0.5522, -3.4539, 1.7681], [-1.6725, -1.9907, -4.6278], [-2.3857, -3.1232, -4.8623], [-0.1286, -3.9493, 3.0635], [4.6782, -0.3024, -0.3188], [0.6694, -5.8162, 3.9447], [4.3502, -2.1048, 1.9007], [-0.5701, -5.8830, 1.8364], [2.8608, -0.6862, 0.7303], [2.3411, -2.5268, 1.7307], [0.1217, 1.3761, -0.1670], [0.9356, 5.0489, 1.4939], [0.5589, 2.0928, 2.7624], [-2.0725, -1.3998, -3.4410], [4.2620, -0.0898, 0.6694], [-2.1042, -3.8735, -5.5850], [-0.9447, -0.1066, 1.3394]], "mulliken_charge": [0.39, 0.36, -0.34, -0.22, -0.59, 0.42, -0.58, -0.75, 0.26, 0.38, 1.83, 0.37, -0.52, 0.22, 0.35, 0.27, 0.50, 0.18, 0.51, -0.16, 0.31, -0.41, 0.36, 0.07, 0.28, 0.21, -0.18, 0.27, 0.25, -0.58, -0.55, 0.19, -0.31, 0.41, -0.28, 0.10, -0.42, 0.07, 0.41, -0.70, -0.45, -0.47, 0.33, 0.39, 0.33, -0.47, -0.54, -0.36, 0.32, -0.63, -0.35, -0.35, -0.13, -0.03, -0.69, 0.45, 0.03, 0.14, -0.57, 0.36, -0.69]}


Entry 2:
{"formula": "C16H9Cl3", "method": "the ωB97M-V functional and the def2-TZVPD basis", "total_charge": 0, "relative_energy_kcal_mol": 0.0, "e_lumo_ev": -0.11, "homo_energy_ha": -0.307, "symbols": ["C", "H", "H", "C", "H", "Cl", "H", "C", "C", "C", "Cl", "C", "H", "C", "H", "C", "C", "C", "C", "H", "C", "C", "Cl", "C", "C", "C", "H", "H"], "coordinates": [[-0.3191, -0.4949, -2.1278], [-1.4839, 1.0979, 3.8796], [0.5401, 1.7133, 4.9701], [3.0971, 0.9803, -0.2195], [0.9074, -0.5073, -3.9317], [4.5679, 1.3321, -1.1149], [-1.2129, -0.8694, -2.6768], [0.7289, 0.3424, -0.1342], [2.0364, 0.0782, -2.1814], [-0.3974, -0.1730, -0.7936], [-2.6248, 1.8847, 0.8368], [1.9591, 0.4412, -0.8528], [2.7344, 1.8856, 3.7375], [1.8292, 1.5708, 3.2105], [3.9389, 1.7592, 1.5702], [0.8747, -0.2918, -2.8520], [0.6744, 0.7497, 1.2168], [0.6331, 1.4955, 3.9221], [-0.5456, 1.0946, 3.3200], [-2.4737, -0.2229, 1.9350], [-1.6012, -0.5528, 0.0474], [3.0346, 1.3256, 1.1207], [-3.1344, -0.6361, -0.8827], [-1.8045, 0.3284, 1.2523], [1.8437, 1.2281, 1.8531], [-0.5439, 0.6610, 1.9846], [-1.4202, -1.5596, 0.4441], [2.9787, 0.1561, -2.7165]], "mulliken_charge": [-0.58, 0.41, 0.39, 0.24, 0.35, -0.26, 0.34, 0.48, -1.01, 0.32, -0.15, 0.38, 0.38, -0.78, 0.39, -0.90, 0.40, -0.66, -0.56, 0.54, 0.16, -0.79, -0.19, -0.50, 0.91, -0.12, 0.42, 0.39]}


Entry 3:
{"formula": "C30H36MnN4O5S2Te", "method": "the ωB97M-V functional and the def2-TZVPD basis", "multiplicity": 2, "total_charge": 0, "relative_energy_kcal_mol": 3.4, "e_lumo_ev": [-0.29, -0.29], "homo_energy_ha": [-0.269, -0.259], "symbols": ["S", "N", "H", "H", "C", "H", "H", "H", "C", "C", "H", "O", "C", "N", "H", "C", "C", "O", "C", "H", "H", "C", "H", "C", "C", "C", "O", "C", "C", "C", "C", "C", "N", "H", "O", "H", "H", "C", "H", "O", "H", "H", "H", "H", "H", "H", "H", "H", "C", "H", "H", "H", "C", "C", "C", "Mn", "C", "C", "H", "C", "C", "H", "H", "H", "C", "C", "H", "H", "H", "Te", "H", "H", "H", "C", "N", "H", "S", "C", "C"], "coordinates": [[-1.9823, 1.0949, -3.6644], [2.5645, 0.4764, -1.7422], [1.7905, -2.6101, -4.4547], [-0.3922, 1.2415, 4.3687], [0.7281, -5.9801, -0.6390], [3.7770, 1.2124, -3.2772], [-3.5293, 4.2503, 1.2081], [1.9762, 2.5282, -4.3644], [-1.3766, -2.8372, 3.4626], [-0.0733, 2.3655, 1.1808], [-3.8926, -1.4233, 1.6944], [-0.0335, -3.0868, 3.4250], [1.2830, -4.8872, -1.2291], [1.1993, 0.5511, -4.1505], [3.2086, 2.4733, -2.1933], [-0.0944, -3.4502, 0.1875], [-2.0351, -2.1667, 2.4299], [1.4481, -2.5721, -1.4519], [-3.4840, -3.1246, 4.5950], [-1.5860, -3.8640, 5.3082], [0.9071, 2.2226, -2.9866], [-0.6587, -4.6248, 0.7616], [2.0283, -4.9881, -2.0078], [-1.6733, 4.8323, 0.3021], [-0.2672, -5.8627, 0.3630], [-1.0498, 7.1428, 0.6107], [-2.4796, -0.7296, -1.5087], [0.8905, -3.5577, -0.8681], [-0.6753, 1.9076, 2.3509], [1.7192, 1.8017, -3.5847], [0.8039, -1.9520, 3.6248], [1.3135, 2.4817, 1.1411], [2.3990, -1.9317, -4.0030], [3.3622, 0.1897, -1.1878], [-0.2209, 0.1820, -1.5784], [3.1619, 2.2536, 2.2072], [2.3099, 0.8338, -5.9479], [2.9179, 1.5433, -2.6926], [3.8081, -0.4935, -4.5164], [-0.7926, -1.4581, -3.1599], [-3.9999, 6.4876, 2.1329], [0.5650, -1.4641, 4.5739], [1.8579, 0.8229, -1.0947], [3.3188, -1.4799, -5.8870], [-5.1985, -2.2586, 3.6310], [3.1170, -2.4637, -3.5249], [1.8232, -2.3286, 3.6539], [2.0732, 1.4524, 4.2779], [-0.7891, 5.8850, 0.0849], [-0.3536, 7.9540, 0.4380], [0.1076, 5.7205, -0.5003], [-1.5814, -0.6537, 1.1070], [-2.2040, 7.3618, 1.3495], [-2.1146, -3.3269, 4.5317], [1.4738, 1.7028, 3.4115], [1.1696, -0.9204, -2.6444], [1.8771, 0.0292, -5.3431], [2.9552, -0.9856, -4.9818], [-1.4259, -4.5287, 1.5152], [2.0845, 2.1490, 2.2482], [0.0916, 1.5855, 3.4628], [0.2052, 0.7148, -4.3575], [-2.4099, 8.3439, 1.7558], [-0.1065, -1.3888, -0.2068], [-2.8309, 5.0606, 1.0403], [-3.4051, -1.9484, 2.5075], [-4.0449, -3.5103, 5.4360], [1.0431, -6.9683, -0.9536], [-0.7073, -6.7488, 0.7984], [-1.2582, 2.9071, -0.4970], [1.7916, 2.8609, 0.2447], [1.1192, -0.4659, -5.9545], [-1.7555, 1.8253, 2.3993], [-0.5063, -2.1450, 0.4507], [-1.3396, -1.6137, 1.3229], [0.7058, -1.2246, 2.8170], [-1.4220, -0.3199, -2.4053], [-4.1308, -2.4242, 3.5862], [-3.0957, 6.3205, 1.5613]], "mulliken_charge": [-0.50, -0.21, 0.23, 0.45, -0.47, 0.30, 0.34, 0.43, 0.41, 0.00, 0.59, -0.46, -0.66, 0.05, 0.46, 0.63, -0.08, -0.81, -0.51, 0.46, 0.12, -0.42, 0.38, 0.11, -0.98, -0.61, -0.69, 0.21, -0.41, -0.37, -0.55, -0.33, -0.40, 0.29, -0.76, 0.42, 0.36, -0.56, 0.22, -0.78, 0.37, 0.32, -0.16, 0.43, 0.43, 0.27, 0.31, 0.44, -0.22, 0.37, 0.32, 0.11, -0.42, -0.40, -0.53, 0.77, -0.75, -0.60, 0.40, -0.61, -0.63, -0.01, 0.36, 0.76, -0.22, -0.55, 0.41, 0.39, 0.42, 0.28, 0.53, 0.42, 0.47, -0.50, 0.71, 0.09, 1.59, -0.69, -0.57]}


Entry 4:
{"formula": "C30H34N7O2PtS", "method": "the ωB97M-V functional and the def2-TZVPD basis", "total_charge": 1, "relative_energy_kcal_mol": 6.1, "e_lumo_ev": -2.59, "homo_energy_ha": -0.351, "symbols": ["C", "C", "H", "H", "H", "H", "H", "C", "H", "H", "H", "C", "H", "O", "C", "H", "C", "O", "C", "N", "H", "C", "N", "H", "C", "C", "H", "H", "H", "C", "H", "C", "C", "S", "H", "H", "H", "C", "H", "H", "C", "N", "H", "C", "H", "C", "H", "N", "C", "Pt", "C", "H", "H", "C", "C", "H", "N", "H", "N", "H", "H", "N", "C", "C", "C", "H", "H", "H", "H", "C", "C", "C", "C", "C", "C"], "coordinates": [[4.2756, 5.4003, -1.0748], [0.3399, -2.6934, 0.6496], [4.7234, 5.8654, -1.9423], [-0.8660, 1.7017, 3.1645], [-3.0202, -3.3909, -3.6035], [-4.7427, 0.0727, -2.7106], [-2.4696, 1.8013, 4.9602], [-1.0747, 0.2797, 4.8716], [-1.0883, 2.1487, 5.7618], [0.9556, -4.8645, -1.0177], [-2.4053, -3.5101, 2.4983], [-1.4006, 4.2035, 0.4983], [-2.1092, 4.9738, 0.7559], [-0.6812, 0.9146, 2.5966], [3.1247, 4.2334, 1.1694], [-4.4996, -1.7752, -4.4908], [-1.7097, 2.8551, 0.2027], [-0.5709, -1.2600, 3.0973], [2.7616, 3.8011, -0.1017], [6.4226, 7.6798, 0.4867], [0.5581, -5.0217, -3.4283], [0.4707, -4.0406, -1.5259], [-0.5051, -3.5520, 1.5874], [0.0539, -1.6756, 0.9023], [-0.2868, -3.0413, -3.5656], [0.2676, -4.1289, -2.8906], [1.3736, -2.8581, 0.9644], [4.6015, -0.7504, -1.3807], [-2.0316, -2.0928, 1.4809], [5.6332, 6.8548, 0.3594], [-1.8123, -0.4234, 5.2599], [-3.7900, -3.1026, -2.8880], [3.6352, 1.1598, -0.8339], [-2.8523, 0.0241, -0.5926], [0.5609, 5.2013, 0.4807], [-0.9747, -1.0262, -3.4345], [3.0471, 4.0609, -2.2096], [3.3393, 4.3912, -1.2210], [4.3582, 5.5695, 2.3116], [2.6662, 3.7791, 2.0385], [-0.3707, -5.0256, 1.4335], [1.5244, 0.2944, -0.8233], [-0.7243, -5.3070, 0.4491], [-1.9483, -3.1694, 1.5724], [-0.1527, 0.1180, 5.4309], [1.7612, 2.7032, -0.2611], [2.0823, -1.6548, -1.3879], [-0.6306, 2.1493, -0.1023], [-0.7627, -0.1088, 3.4281], [-0.5162, 0.1174, -0.7219], [0.1092, -2.8815, -0.8255], [-5.7720, -2.2605, -3.3585], [-0.9759, -5.5060, 2.1990], [-0.5961, -1.8785, -2.8801], [0.4421, 3.0288, -0.0087], [0.6723, -5.3083, 1.5516], [-3.1903, -2.4523, -1.7185], [-0.4319, -3.0900, -4.6386], [-1.4650, 1.6834, 4.9485], [4.4475, 1.8595, -0.7253], [-2.6931, 2.4158, 0.2108], [-4.3766, -0.8584, -2.6050], [2.2665, 1.4542, -0.6287], [2.4017, -0.6610, -1.1376], [-3.4712, -1.1460, -1.6813], [-2.4216, -3.6833, 0.7394], [-4.3493, -3.9847, -2.5853], [-0.1339, -3.3237, 2.5097], [-2.2915, -2.7328, -1.3504], [4.0670, 5.2355, 1.3252], [-0.0436, 4.3173, 0.3575], [4.6462, 5.8177, 0.2009], [-4.7188, -2.0017, -3.4492], [-0.3797, -1.7484, -1.4959], [3.7173, -0.1763, -1.1571]], "mulliken_charge": [-0.89, -0.63, 0.46, 0.43, 0.19, 0.21, 0.20, -0.44, 0.22, 0.59, 0.40, -1.16, 0.47, -0.19, 0.00, 0.33, -0.18, -0.50, -1.10, -0.50, 0.44, -0.38, 0.27, -0.31, -1.02, -1.02, 0.50, 0.47, 0.09, -0.13, 0.34, -0.40, -0.57, -0.63, 0.51, 0.48, 0.51, -0.02, 0.45, 0.52, -0.98, -0.36, 0.46, -0.79, 0.32, 0.84, 0.44, 0.35, 0.10, 1.15, 1.54, 0.31, 0.35, 0.48, 0.61, 0.34, 0.26, 0.49, -0.59, 0.52, 0.44, -0.11, 0.50, -0.14, 0.14, 0.42, 0.39, 0.40, -0.07, -0.91, -0.79, 0.59, -0.57, -1.64, -1.53]}


Question: Number 2 is which compound?
Answer: C16H9Cl3